{"formula": "C17H18ClN3O3", "method": "ωB97M-V/def2-TZVPD", "total_charge": 0, "relative_energy_kj_mol": 1485.94, "smiles": "Cc1cccc(OCC(=O)NNC(=O)Nc2cccc(Cl)c2)c1C", "lumo_ev": -0.074, "e_tot_ev": -41042.2309, "species": ["C", "C", "C", "C", "C", "C", "C", "C", "H", "H", "H", "O", "C", "C", "O", "N", "N", "C", "O", "N", "C", "C", "C", "C", "C", "C", "H", "Cl", "H", "H", "H", "H", "H", "H", "H", "H", "H", "H", "H", "H", "H", "H"], "coordinates": [[-5.156775, 2.715955, 2.408745], [-4.130013, 3.227044, 1.442623], [-4.237807, 4.411648, 0.848296], [-3.062530, 4.857603, -0.016098], [-1.908916, 4.111106, -0.431990], [-1.812880, 2.732551, 0.343241], [-2.758414, 2.317411, 1.302357], [-2.901575, 0.883268, 1.687328], [-3.576560, 0.181124, 1.226367], [-3.137947, 1.030009, 2.852546], [-1.954031, 0.306501, 1.752999], [-0.909982, 1.651604, -0.007193], [0.211749, 2.302369, -0.902898], [1.037954, 0.924639, -0.881260], [2.071328, 1.025882, -1.778190], [0.898378, -0.113117, -0.078468], [1.639339, -1.114908, -0.282924], [0.934209, -2.426236, -0.201640], [-0.467580, -2.508650, 0.052727], [1.571630, -3.635242, -0.468998], [2.915732, -3.811697, -0.981531], [3.304207, -4.993595, -1.574879], [4.507536, -5.186728, -1.961136], [5.626178, -4.375351, -1.351299], [5.070434, -3.398409, -0.875909], [3.830066, -2.961607, -0.330607], [3.785942, -2.061933, 0.332671], [6.334550, -2.378048, 0.020259], [6.710527, -4.506395, -1.672038], [4.825605, -5.863998, -2.617379], [2.370367, -5.553632, -2.157337], [0.966737, -4.399760, -0.783925], [2.271704, -1.135179, -0.943375], [-0.020347, -0.147323, 0.202220], [-0.160821, 2.445103, -1.781111], [0.567767, 2.873839, -0.303384], [-1.241727, 4.312223, -1.075437], [-3.016281, 5.766458, -0.182912], [-4.901534, 4.991048, 1.049283], [-5.520236, 1.562075, 2.074013], [-5.909028, 3.536675, 2.486270], [-4.666960, 2.405672, 3.559972]], "forces_ev_per_a": [[0.61, -3.15, 1.83], [3.90, -3.69, 1.41], [11.41, -5.75, -4.14], [0.56, -9.54, 1.99], [-7.78, -4.57, 8.79], [-1.54, -0.37, -0.50], [-3.01, 2.73, -3.55], [1.54, 0.28, 4.55], [-0.77, 0.47, -0.41], [-0.04, -1.08, -2.25], [-0.29, 0.72, -0.33], [-0.71, 4.73, -1.15], [-3.48, -14.22, 1.81], [6.31, 4.56, -6.47], [-4.49, -1.44, 4.29], [-1.75, 6.66, -0.93], [-2.57, -10.28, 4.44], [-6.57, 0.19, 0.20], [8.40, 1.17, -1.14], [0.04, 0.51, -1.57], [-1.76, 3.26, 5.90], [-7.54, -0.86, -2.89], [6.16, 1.48, 2.04], [1.36, -8.58, -7.30], [0.03, 10.33, 8.49], [0.62, -1.98, -3.68], [-0.37, -1.32, -0.90], [0.34, 0.55, -0.22], [-1.81, 0.14, 0.85], [0.71, -3.09, -2.45], [2.57, 1.08, 1.72], [-0.36, 0.84, 0.66], [4.13, 0.97, -4.44], [-2.64, -1.30, 1.59], [-1.76, 1.44, -5.26], [4.82, 7.70, 6.19], [4.72, 2.20, -4.48], [-0.09, 8.72, -2.37], [-7.94, 6.97, 1.99], [0.38, 3.48, 0.73], [0.00, -1.32, 0.27], [-1.34, 1.35, -3.32]], "mulliken_charge": [-1.2018, 0.9179, -1.2334, -0.6798, -1.1147, 0.2174, 0.9022, -1.0624, 0.2401, 0.2565, 0.2216, -0.4261, -0.8967, 0.0947, -0.7464, -0.1704, -0.1344, 0.0913, -0.6869, -0.1206, 0.9388, -0.8158, -0.4898, -0.4398, 0.4650, -0.6871, 0.4441, -0.3040, 0.3251, 0.5783, 0.1269, 0.2802, 0.5680, 0.4311, 0.5332, 0.8384, 0.6657, 0.5820, 0.6922, 0.2225, 0.3500, 0.2271]}



{"formula": "C17H18F3N2O4S2", "method": "ωB97M-V/def2-TZVPD", "total_charge": -1, "relative_energy_kj_mol": 0.00, "lumo_ev": 2.631, "e_tot_ev": -58911.1163, "species": ["C", "N", "S", "C", "F", "F", "F", "S", "C", "C", "C", "C", "C", "C", "O", "O", "H", "H", "H", "H", "H", "H", "H", "H", "C", "C", "O", "C", "C", "C", "C", "C", "N", "C", "C", "O", "H", "H", "H", "H", "H", "H", "H", "H", "H", "H"], "coordinates": [[-0.809513, -0.291073, -2.988386], [-1.584735, -1.316684, -2.287698], [-1.946222, -0.820518, -0.569046], [-3.691958, -1.219983, -0.461342], [-4.255723, -1.612009, -1.618282], [-3.819481, -2.212976, 0.468561], [-4.361017, -0.120850, -0.000598], [-1.048850, -2.919349, -2.448339], [0.223265, -2.896391, -1.161698], [1.505901, -2.498670, -1.526030], [2.376587, -1.972673, -0.529791], [1.902026, -1.956139, 0.739934], [0.714179, -2.424845, 1.173494], [-0.172944, -2.912797, 0.174968], [-2.110791, -3.792794, -2.024108], [-0.476290, -3.033823, -3.761072], [-1.429890, 0.607599, -2.975230], [0.149981, -0.075172, -2.490862], [-0.666020, -0.609359, -4.025058], [1.804553, -2.557391, -2.569376], [3.365302, -1.618122, -0.806932], [-0.399883, 0.569403, -0.503417], [0.394020, -2.443267, 2.215657], [-1.143860, -3.311908, 0.458132], [3.251407, -0.523503, 3.145942], [2.940019, 0.423694, 2.039814], [1.495861, 0.363317, 1.897495], [1.117392, 0.976289, 0.782518], [-0.382113, 0.979856, 0.529747], [-0.797151, 2.411936, 0.474739], [-0.314648, 3.184147, -0.586395], [-0.578660, 4.560492, -0.590552], [-1.291779, 5.136529, 0.377484], [-1.781267, 4.409102, 1.374597], [-1.579988, 3.015175, 1.461055], [1.915203, 1.468581, -0.012174], [4.330954, -0.544169, 3.297631], [2.777938, -0.204982, 4.081149], [2.898085, -1.514916, 2.846765], [3.181837, 1.466865, 2.285300], [3.421282, 0.126824, 1.104149], [-0.892176, 0.415404, 1.321575], [0.309340, 2.743193, -1.359880], [-0.178220, 5.188767, -1.391776], [-2.362628, 4.917361, 2.151138], [-1.999326, 2.439832, 2.286196]], "forces_ev_per_a": [[-0.14, 0.29, 0.14], [-1.01, 0.30, 1.47], [-1.22, -1.30, -3.17], [-0.21, -0.55, -0.43], [0.09, 0.27, 1.05], [-0.65, 0.73, -0.57], [0.08, -0.89, -0.09], [1.52, -0.69, 2.32], [-0.36, -0.22, -0.87], [1.05, 0.90, -0.03], [-2.04, -1.44, -2.15], [3.26, 1.01, 2.79], [-2.07, -1.44, -2.43], [0.10, -0.32, 1.43], [-0.09, 0.57, -0.36], [-0.32, 0.25, -0.05], [0.15, 0.04, -0.09], [-0.06, -0.15, -0.33], [0.11, 0.03, 0.31], [-0.13, 0.09, -0.11], [0.12, -0.05, -0.14], [0.01, 0.45, 1.19], [-0.02, 0.04, 0.08], [-0.06, 0.04, -0.24], [0.28, -0.11, 0.71], [-0.10, -0.09, 0.38], [-0.08, 1.36, -0.65], [1.26, 0.15, -0.36], [1.87, 0.67, 0.17], [-0.30, 0.28, -0.20], [-0.20, 0.97, 0.06], [-0.02, -1.19, 0.34], [-0.11, 0.83, 0.04], [0.15, -1.15, -0.18], [0.20, 0.72, -0.32], [-1.19, -0.38, 0.73], [0.12, -0.09, 0.10], [0.05, -0.02, -0.03], [0.09, 0.15, -0.05], [0.09, -0.17, -0.13], [-0.27, 0.05, 0.25], [0.13, -0.02, -0.60], [-0.17, 0.03, 0.20], [-0.24, -0.06, 0.32], [0.20, -0.02, -0.35], [0.15, 0.11, -0.18]], "mulliken_charge": [-0.9806, -0.0818, 0.2321, 0.5533, -0.1930, -0.2368, -0.2375, 1.2800, -0.2387, -0.3117, -0.6337, -0.5126, -0.1876, -0.6020, -0.6738, -0.7086, 0.3401, 0.4221, 0.3193, 0.4441, 0.3158, -1.3560, 0.3829, 0.4867, -1.0388, -0.2659, -0.2375, 0.4007, 0.8064, 0.6323, -0.1111, -0.4959, -0.6708, -0.3421, -0.4688, -0.7021, 0.3858, 0.2978, 0.1476, 0.4515, 0.1251, 0.7834, 0.3920, 0.3516, 0.3526, 0.3842]}



{"formula": "C17H18F3N3O3S", "method": "ωB97M-V/def2-TZVPD", "total_charge": 0, "relative_energy_kj_mol": 83.84, "smiles": "CC(C)(C)n1nc2c(c1NC(=O)c1ccccc1C(F)(F)F)CS(=O)(=O)C2", "lumo_ev": 0.181, "e_tot_ev": -47522.0540, "species": ["C", "H", "H", "H", "C", "N", "C", "C", "C", "N", "C", "H", "H", "S", "O", "O", "C", "H", "H", "N", "C", "O", "C", "C", "C", "C", "C", "C", "C", "F", "F", "F", "H", "H", "H", "H", "H", "C", "H", "H", "H", "C", "H", "H", "H"], "coordinates": [[-2.664746, -3.045488, 1.581120], [-1.813528, -3.649049, 1.887783], [-2.805726, -2.247063, 2.306234], [-3.554205, -3.669241, 1.607619], [-2.454622, -2.523896, 0.153373], [-1.104073, -1.971747, 0.022839], [-0.542119, -0.882681, 0.624599], [0.775155, -0.824925, 0.197131], [0.908457, -1.937731, -0.662707], [-0.217441, -2.612501, -0.741288], [2.235300, -2.221627, -1.228334], [2.507597, -3.271327, -1.203556], [2.392176, -1.799508, -2.217113], [3.291363, -1.256990, -0.061534], [4.340773, -0.568528, -0.760253], [3.668808, -2.087630, 1.045459], [1.994542, -0.054261, 0.489892], [2.145643, 0.173473, 1.540686], [2.137537, 0.829557, -0.126560], [-1.248423, -0.073810, 1.501885], [-1.162709, 1.264329, 1.747312], [-1.831902, 1.767314, 2.622011], [-0.191089, 2.073080, 0.942859], [0.839453, 2.694044, 1.642920], [1.756250, 3.497524, 0.990755], [1.648943, 3.703458, -0.375191], [0.606085, 3.128660, -1.078340], [-0.320459, 2.325433, -0.422025], [-1.461151, 1.771310, -1.227873], [-1.161529, 0.586075, -1.804886], [-1.812011, 2.582603, -2.235543], [-2.574270, 1.560682, -0.512264], [0.494481, 3.311737, -2.136038], [2.364254, 4.324070, -0.891200], [2.551714, 3.966514, 1.548514], [0.906951, 2.537719, 2.708546], [-1.949725, -0.536231, 2.068964], [-3.498045, -1.469175, -0.220463], [-3.504324, -0.623510, 0.460321], [-3.305524, -1.099428, -1.224133], [-4.486289, -1.920782, -0.205841], [-2.562930, -3.696842, -0.822400], [-1.845965, -4.470701, -0.567887], [-3.566269, -4.111214, -0.782681], [-2.355811, -3.364147, -1.834489]], "forces_ev_per_a": [[0.08, 0.04, -0.20], [0.06, -0.07, 0.03], [-0.04, 0.05, 0.12], [-0.11, -0.02, 0.04], [-0.61, -0.32, 0.01], [0.45, 0.73, 0.12], [0.80, -0.10, -0.33], [-0.70, -0.46, -0.03], [-1.10, 0.59, 0.63], [0.61, -0.61, -0.54], [0.34, 0.32, 0.27], [0.20, -0.04, 0.09], [0.05, 0.03, -0.09], [0.25, 0.22, 0.03], [-0.16, 0.15, -0.30], [-0.33, -0.27, 0.20], [0.50, -0.47, -0.32], [0.22, -0.05, 0.05], [0.01, 0.14, 0.00], [-0.45, -0.60, 0.33], [-0.04, 0.11, 0.03], [0.04, 0.11, 0.07], [0.03, 0.37, -0.15], [-0.14, -0.07, -0.04], [-0.02, -0.01, -0.01], [0.01, -0.02, 0.00], [-0.10, -0.10, 0.07], [-0.01, -0.01, 0.06], [-0.27, -0.36, -0.48], [0.18, -0.01, 0.01], [0.13, 0.27, -0.05], [-0.03, 0.15, 0.30], [-0.02, 0.03, -0.07], [0.07, 0.06, -0.04], [0.08, 0.04, 0.06], [0.01, -0.01, 0.12], [0.14, 0.22, -0.01], [0.12, -0.07, 0.02], [-0.02, 0.08, 0.03], [0.01, 0.06, -0.09], [-0.10, -0.08, 0.03], [0.02, 0.08, 0.09], [0.01, -0.10, -0.04], [-0.15, 0.03, 0.09], [-0.01, -0.03, -0.10]], "mulliken_charge": [-1.6143, 0.3687, 0.3504, 0.4457, 1.1742, 1.2513, -1.1444, 1.4038, 0.0282, -1.3046, -0.6836, 0.4181, 0.3234, 1.1960, -0.6780, -0.6704, -0.5384, 0.5198, 0.0819, 0.1589, -0.0981, -0.6537, 0.1214, -0.4309, -0.6041, -0.6620, -0.8344, 0.8815, 0.9770, -0.2541, -0.3089, -0.2497, 0.5088, 0.4248, 0.4214, 0.5373, 0.1087, -1.4980, 0.3200, 0.3374, 0.4756, -1.9789, 0.4578, 0.4757, 0.4387]}



{"formula": "C17H18F5IrS2", "method": "ωB97M-V/def2-TZVPD", "total_charge": 2, "lumo_ev": -9.062, "e_tot_ev": -56001.4239, "species": ["Ir", "C", "C", "C", "C", "C", "C", "C", "C", "C", "H", "H", "H", "H", "H", "H", "H", "H", "H", "H", "H", "H", "F", "C", "C", "F", "C", "F", "C", "S", "C", "F", "C", "F", "C", "S", "C", "H", "H", "H", "H", "H", "H"], "coordinates": [[0.597356, -0.212853, 0.463466], [0.394845, -1.997774, 3.406202], [-0.205595, -0.996465, 2.475474], [0.052911, 0.389868, 2.620546], [-0.496857, 1.348987, 1.744516], [-0.207606, 2.801958, 1.908055], [-1.353382, 0.883802, 0.697029], [-1.696955, -0.474873, 0.550475], [-2.700377, -0.920804, -0.462695], [-1.028969, -1.411140, 1.386176], [-0.329867, -2.207346, 4.197456], [1.299541, -1.620378, 3.878626], [0.613413, -2.937095, 2.901072], [0.719204, 0.723038, 3.405823], [-0.980632, 3.229121, 2.554126], [-0.242472, 3.327302, 0.955267], [0.755702, 2.969397, 2.385034], [-1.761895, 1.606983, 0.002434], [-3.658642, -1.027425, 0.053933], [-2.445242, -1.890782, -0.888433], [-2.832092, -0.187213, -1.257872], [-1.181269, -2.470138, 1.217236], [-3.656914, 0.951297, -5.074357], [-2.641146, 0.657522, -4.297532], [-2.050887, -0.596678, -4.370969], [-2.513065, -1.496026, -5.215488], [-0.986612, -0.895526, -3.540677], [-0.437578, -2.102037, -3.595818], [-0.492509, 0.039339, -2.634133], [0.960663, -0.324617, -1.726369], [-1.104809, 1.287829, -2.576649], [-0.665766, 2.202349, -1.702082], [-2.170233, 1.603276, -3.393782], [-2.743821, 2.792269, -3.317051], [4.052101, -0.684095, -0.583403], [2.837258, -0.525884, 0.730203], [3.742063, 0.008165, 2.189878], [4.698286, -1.522061, -0.334630], [4.613017, 0.243311, -0.675143], [3.522316, -0.892649, -1.508454], [4.324696, 0.896342, 1.954672], [4.386719, -0.805125, 2.513422], [3.015081, 0.236820, 2.964413]], "forces_ev_per_a": [[-1.43, 0.53, -0.07], [0.00, -0.05, -0.01], [0.20, 0.22, -0.05], [-0.04, -0.36, 0.09], [0.17, -0.01, -0.12], [-0.01, 0.02, -0.08], [0.03, -0.01, 0.04], [-0.02, -0.08, -0.07], [0.04, -0.03, -0.03], [0.17, 0.14, 0.08], [0.00, 0.00, 0.00], [0.00, 0.00, 0.00], [0.01, 0.00, -0.01], [0.02, -0.01, 0.00], [0.00, 0.00, -0.01], [0.01, -0.01, 0.00], [0.00, 0.00, 0.00], [0.05, -0.06, 0.14], [0.01, -0.02, 0.01], [0.01, 0.01, 0.00], [0.00, -0.08, 0.09], [0.06, -0.01, -0.03], [0.04, -0.01, 0.02], [-0.09, 0.02, -0.06], [-0.07, -0.08, -0.07], [0.02, 0.02, 0.02], [0.11, -0.03, 0.08], [-0.01, 0.03, -0.03], [-0.10, 0.00, 0.05], [0.24, 0.01, 0.23], [0.05, -0.06, -0.10], [0.11, 0.19, -0.23], [-0.02, 0.15, 0.03], [0.02, -0.04, 0.01], [-0.03, 0.23, -0.07], [0.52, -0.82, 0.21], [-0.07, 0.25, -0.04], [0.00, 0.01, 0.04], [0.00, 0.00, -0.02], [0.02, -0.03, -0.02], [-0.02, 0.01, 0.01], [-0.01, -0.03, -0.04], [0.03, -0.02, 0.02]], "mulliken_charge": [0.9931, -1.6626, 0.4202, -0.8951, 0.7212, -1.6376, -0.4542, 0.6928, -1.5143, -0.7800, 0.3839, 0.3375, 0.4408, 0.8176, 0.3749, 0.3776, 0.4079, 0.7245, 0.4265, 0.4490, 0.2014, 0.6098, -0.2514, 0.5445, 0.4744, -0.2498, 0.2736, -0.3477, 0.2387, -0.5419, 0.1111, -0.4249, 0.3414, -0.2786, -1.0698, 0.4753, -0.9178, 0.3828, 0.3605, 0.4398, 0.4042, 0.4018, 0.1992]}